Entry 1:
15
Properties=species:S:1:pos:R:3 method="wB97M-V/def2-TZVPD" de_lowest_kcal_mol=98.3 e_homo_ha=-0.27091 energy_ha=-233.4882 spin_multiplicity=1 homo_lumo_gap_ev=8.46
C 1.64536 -0.81028 -0.77284
O 0.93029 -0.62527 0.33030
C -0.18547 0.06191 0.35186
C -1.08558 0.01755 -0.84448
C -0.75693 0.25464 1.72350
H 1.52856 1.07325 -0.86142
H 1.11585 -1.00672 -1.69933
H 2.57777 -1.32452 -0.57577
H 0.93748 1.43526 -0.43069
H -1.41719 -1.01606 -1.04066
H -0.59486 0.38217 -1.75253
H -1.97277 0.63051 -0.66597
H -1.29210 1.20788 1.78109
H 0.04164 0.25871 2.46988
H -1.47204 -0.53903 1.98708

---

Entry 2:
10
Properties=species:S:1:pos:R:3 method="wB97M-V/def2-TZVPD" smiles=ClC[C@@H]1CO1 de_lowest_kcal_mol=64.5 e_homo_ha=-0.39083 energy_ha=-652.6305 spin_multiplicity=1 homo_lumo_gap_ev=11.50
Cl 1.89697 -0.22862 0.00823
C 0.35651 0.90234 -0.14940
C -0.90116 0.21113 0.50008
C -1.38521 -0.94800 -0.11983
O -2.18177 0.37480 -0.21702
H 0.19440 0.86448 -1.11773
H 0.54772 1.87026 0.23113
H -1.07670 0.02097 1.51600
H -0.94749 -1.47409 -1.12731
H -1.93320 -1.38640 0.70910

---

Entry 3:
13
Properties=species:S:1:pos:R:3 method="wB97M-V/def2-TZVPD" de_lowest_kcal_mol=38.4 e_homo_ha=-0.32646 energy_ha=-228.5874 spin_multiplicity=1 homo_lumo_gap_ev=9.83
C -0.61395 -1.25809 -0.98452
C 0.49184 -0.99098 0.02004
N 0.03521 -0.24220 1.17833
C 0.09252 1.01737 1.23188
N 0.24654 1.99541 0.26470
H -0.46304 -1.72564 -2.00547
H -1.30251 -0.43081 -1.21376
H -1.27371 -1.98707 -0.47326
H 1.35043 -0.52898 -0.49317
H 0.71667 -2.00156 0.39307
H -0.01899 1.41915 2.23418
H 0.43225 1.78277 -0.70798
H 0.30673 2.95063 0.55595

---

Entry 4:
16
Properties=species:S:1:pos:R:3 method="wB97M-V/def2-TZVPD" de_lowest_kcal_mol=21.2 e_homo_ha="-0.43995 / -0.59471" energy_ha=-229.9442 total_charge=+1 spin_multiplicity=3 s2=2.01 homo_lumo_gap_ev="8.48 / 8.59"
C 0.30022 0.82028 1.06518
C 0.87244 -1.25929 0.10086
C -2.22709 0.02117 -0.47330
N 1.73915 0.75118 -0.78196
N 0.98948 0.18617 0.15537
H -3.31713 0.31501 -0.67143
H -0.21063 0.20347 1.80205
H 0.68025 1.82920 1.23258
H -0.12872 -1.35114 0.36486
H 1.31120 -1.71818 -0.71475
H 1.52057 -1.57932 0.97630
H -1.74927 -0.39086 -1.26435
H -1.86576 0.92130 -0.07814
H -2.33292 -0.73932 0.33613
H 2.33612 0.27372 -1.50604
H 2.08207 1.71661 -0.54336

---

Entry 5:
67
Properties=species:S:1:pos:R:3 method="wB97M-V/def2-TZVPD" de_lowest_kcal_mol=21.8 e_homo_ha=-0.29766 energy_ha=-4615.1877 spin_multiplicity=1 homo_lumo_gap_ev=7.86
Ga -0.27671 -0.05384 -0.04788
C -1.26666 -5.55935 3.98663
O -2.51146 -5.29270 3.36566
C -2.57261 -4.26083 2.50134
C -3.83284 -4.04751 1.90347
C -3.98849 -3.02203 1.02250
C -2.92648 -2.15325 0.67824
C -3.09711 -1.04611 -0.21003
C -4.39285 -0.72407 -0.89761
O -2.16925 -0.25729 -0.47179
C -1.64625 -2.38048 1.27026
O -0.58761 -1.68546 1.00896
C -1.50955 -3.44547 2.18979
H -1.42719 -6.42697 4.61961
H -0.94199 -4.71417 4.59834
H -0.49649 -5.78468 3.24503
H -4.64910 -4.70673 2.16507
H -4.96142 -2.87335 0.57787
H -5.20787 -1.40219 -0.67719
H -4.19044 -0.70719 -1.96925
H -4.66775 0.29638 -0.62991
H -0.53330 -3.58300 2.63211
Cl 0.18975 5.63755 4.87222
C -0.04356 4.26052 3.84214
C -1.25849 3.56479 3.88644
C -1.47367 2.49062 3.06433
C -0.49217 2.05174 2.14432
O -0.79530 1.05814 1.36842
C 0.75941 2.73200 2.16410
C 1.87854 2.26542 1.39058
O 1.89215 1.30899 0.62866
C 0.95252 3.84265 3.00635
H -2.02468 3.88475 4.58000
H -2.41268 1.95349 3.09130
H 2.81331 2.84198 1.52211
H 1.90602 4.35736 2.98814
O -0.67653 0.87350 -4.32393
S -0.84673 1.37694 -2.98749
O -2.18723 1.47285 -2.49842
N 0.11273 0.52545 -1.93815
C 1.38535 0.15322 -2.36598
C 2.01826 0.51940 -3.54256
C 3.28433 0.01714 -3.88378
C 3.97795 -0.82075 -3.05850
C 3.40911 -1.17712 -1.82150
C 4.05776 -2.00008 -0.87851
C 3.44251 -2.30277 0.30527
C 2.16739 -1.78563 0.56043
N 1.54405 -1.01989 -0.30477
C 2.12114 -0.69626 -1.48301
C -0.22994 3.05166 -2.94732
C 0.16324 3.60649 -1.74282
C 0.49020 4.95166 -1.68271
C 0.39725 5.73243 -2.82685
C -0.01193 5.17062 -4.02872
C -0.33079 3.82290 -4.09400
H 1.52045 1.17210 -4.23786
H 3.71041 0.30415 -4.83657
H 4.95104 -1.20828 -3.33150
H 5.04666 -2.37928 -1.10551
H 3.92259 -2.92703 1.04529
H 1.63571 -2.00535 1.47551
H 0.18260 2.98312 -0.86268
H 0.80521 5.39152 -0.74486
H 0.62700 6.78910 -2.77501
H -0.08690 5.78635 -4.91531
H -0.66586 3.36239 -5.01468

---

Entry 6:
18
Properties=species:S:1:pos:R:3 method="wB97M-V/def2-TZVPD" smiles="C=C(N)/C=C/C.O" de_lowest_kcal_mol=76.4 e_homo_ha=-0.28595 energy_ha=-327.0096 spin_multiplicity=1 homo_lumo_gap_ev=8.57
C 0.18872 -2.23184 0.88181
C 0.64722 -0.99540 0.69599
N 1.86227 -0.75260 1.41478
C 0.08547 -0.24071 -0.46671
C 0.70871 0.78513 -1.09361
C -0.14292 1.90299 -1.73615
H 0.63944 -2.72770 1.72201
H -0.68720 -2.53117 0.26859
H 2.43994 0.01386 1.07246
H 2.37877 -1.60167 1.60431
H -0.77227 -0.70694 -1.00618
H 1.83544 0.72298 -1.07330
H -1.15490 1.57481 -1.64628
H 0.01714 2.93649 -1.41865
H 0.07974 2.05417 -2.85365
O -2.64013 1.03666 0.25735
H -2.34530 0.36752 0.86482
H -3.26879 1.55150 0.81559

---

Entry 7:
49
Properties=species:S:1:pos:R:3 method="wB97M-V/def2-TZVPD" de_lowest_kcal_mol=4.8 e_homo_ha="0.09210 / 0.00723" energy_ha=-1998.7717 total_charge=-2 spin_multiplicity=7 s2=12.02 homo_lumo_gap_ev="2.31 / 4.59"
Eu -0.02650 -0.17078 0.04032
C 1.82614 2.22475 0.22789
C 2.17399 1.40522 1.34666
C 2.71247 0.16977 0.84437
H 2.08079 1.68123 2.38404
C 2.69063 0.23660 -0.60040
C 2.13911 1.51093 -0.96461
H 2.01147 1.87494 -1.97507
H 1.44601 3.23876 0.28464
H 3.07293 -0.65463 1.43163
H 3.01708 -0.53290 -1.27839
C -2.17436 1.63256 -0.87009
C -1.05543 1.96646 -1.68797
C -0.75196 0.84574 -2.52431
H -0.55120 2.92406 -1.70943
C -1.70920 -0.19481 -2.23543
C -2.58170 0.28935 -1.18640
H -3.38209 -0.26293 -0.73747
H -2.67051 2.27900 -0.16337
H 0.03437 0.77009 -3.25519
H -1.75564 -1.15125 -2.70415
O -0.01934 -2.31846 -1.05825
C -0.05453 -3.46307 -2.04532
C -0.11815 -4.30387 -0.78008
C 1.24232 -3.25718 -2.77524
C -1.18031 -3.83314 -2.98555
C -0.64038 -3.19435 0.03766
H 0.94024 -4.49456 -0.54219
H -0.71261 -5.20628 -0.80138
H -1.72045 -3.04871 -0.01063
H -0.33089 -3.21892 1.10039
H 1.79637 -4.21016 -3.01018
H 1.94098 -2.61095 -2.20308
H 1.06524 -2.79270 -3.77310
H -1.19862 -4.91595 -3.27499
H -1.10786 -3.30102 -3.94641
H -2.14500 -3.61816 -2.50991
S -1.59909 0.57455 2.55197
C -0.89908 1.99482 3.15200
C -0.84303 3.17457 2.37016
C -0.27895 4.34156 2.88542
C 0.22621 4.35891 4.20096
C 0.17019 3.20024 4.98355
C -0.37511 2.03236 4.47199
H -1.24907 3.15546 1.35490
H -0.23729 5.24173 2.26976
H 0.65362 5.28776 4.60433
H 0.55136 3.21726 6.00421
H -0.42314 1.12612 5.06173

---

Entry 8:
43
Properties=species:S:1:pos:R:3 method="wB97M-V/def2-TZVPD" e_homo_ha="-0.56295 / -0.56294" energy_ha=-4071.4065 total_charge=+2 spin_multiplicity=1 homo_lumo_gap_ev="6.11 / 6.10"
Au -0.23636 -0.48074 0.69800
O 0.35250 5.57096 -0.88986
C 0.09304 4.30467 -0.67479
C -1.11811 3.82038 -0.14790
C -1.24815 2.47373 0.09721
N -0.27633 1.59268 -0.15266
C 0.85780 2.04019 -0.69852
Br 2.17710 0.72363 -1.04990
C 1.09685 3.36211 -0.97428
H -0.37956 6.17486 -0.68680
H -1.93545 4.49730 0.05805
H -2.15847 2.07035 0.51403
H 2.02669 3.68807 -1.41361
C 1.89137 1.35520 2.49002
O 0.84440 0.40809 2.62919
C 1.22987 -0.72670 3.39968
C 0.03060 -1.63842 3.58215
O -0.28264 -2.25260 2.34015
C -1.33393 -3.20200 2.45918
H 2.20592 1.70731 3.47795
H 1.50000 2.19716 1.92014
H 2.75563 0.91754 1.97957
H 1.58228 -0.39027 4.38162
H 2.03312 -1.26938 2.88618
H -0.83517 -1.07724 3.95137
H 0.28278 -2.41728 4.30996
H -1.07748 -3.95586 3.20733
H -1.46268 -3.69939 1.50125
H -2.26923 -2.72951 2.76860
Cl -2.66770 -0.09933 -2.05079
C -1.38705 -0.88984 -2.84116
C -1.20974 -0.71077 -4.21019
C -0.14771 -1.31471 -4.85440
C 0.75144 -2.10761 -4.12207
C 0.58314 -2.29084 -2.76610
C -0.51191 -1.73572 -2.08164
C -0.75835 -2.07226 -0.71153
H -1.90866 -0.10099 -4.75955
H 0.00663 -1.16821 -5.91346
H 1.56636 -2.60348 -4.62582
H 1.28215 -2.90648 -2.22114
H -0.14080 -2.88994 -0.35870
H -1.80419 -2.17466 -0.44677

---

Largest force on an atom (computed, eV/Å): 0.30; 5.56; 2.65; 9.91; 0.75; 3.51; 2.73; 1.54